(one)
# C5H14N2O

C5H14N2O in the gas phase (the ωB97M-V functional and the def2-TZVPD basis, the Open Molecules 2025 dataset).

Structure (XYZ):
```
22
Properties=species:S:1:pos:R:3:mulliken_charge:R:1
C 2.559 0.432 -1.007 -1.19
C 1.508 -0.608 -0.673 -0.54
C 0.221 0.132 0.367 0.47
C 0.412 -0.284 1.809 -1.65
C -0.938 -0.367 -0.348 -0.52
O -1.329 -1.679 -0.202 -0.51
N -2.063 0.766 0.430 -0.25
N -3.042 1.228 -0.480 -0.69
H 3.478 0.015 -1.420 0.39
H 2.211 1.126 -1.774 0.29
H 2.788 1.006 -0.102 0.30
H 1.915 -1.384 -0.023 0.30
H 1.189 -1.125 -1.578 0.41
H 0.320 1.206 0.226 0.34
H 1.355 0.111 2.181 0.37
H -0.395 0.104 2.429 0.40
H 0.447 -1.370 1.911 0.43
H -0.964 -0.115 -1.409 0.52
H -1.179 -1.960 0.710 0.37
H -2.562 0.161 1.083 0.25
H -2.707 2.078 -0.924 0.25
H -3.226 0.527 -1.206 0.26
```

Values from the calculation:
Structure (SMILES)   CC[C@H](C)[C@@H](O)NN
E_HOMO   -8.25 eV
LUMO   0.8 eV
2S+1   1
Charge   0

=====

(two)
# C5H14N2O

C5H14N2O in the gas phase (the ωB97M-V functional and the def2-TZVPD basis, the Open Molecules 2025 dataset).

Structure (XYZ):
```
22
Properties=species:S:1:pos:R:3:mulliken_charge:R:1
C -0.585 -0.267 2.341 -0.79
N 0.527 -1.014 1.757 -0.36
C 0.397 -1.318 0.313 -1.18
C -0.521 -0.441 -0.569 0.60
N -1.413 -1.378 -1.329 -0.75
C 0.178 0.559 -1.483 -0.93
C 1.162 1.486 -0.820 -0.45
O 0.586 2.730 -0.421 -0.54
H -0.610 0.763 1.916 0.16
H -1.545 -0.769 2.255 0.32
H -0.425 -0.013 3.392 0.32
H 1.336 -0.407 1.851 0.35
H 1.376 -1.342 -0.161 0.42
H 0.000 -2.333 0.224 0.32
H -1.281 0.006 0.065 0.45
H -2.256 -0.915 -1.641 0.25
H -1.003 -1.715 -2.203 0.24
H 0.709 -0.041 -2.245 0.36
H -0.558 1.065 -2.114 0.33
H 1.755 1.095 0.010 0.21
H 1.922 1.671 -1.601 0.32
H 0.246 2.579 0.462 0.32
```

Values from the calculation:
Structure (SMILES)   CNC[C@H](N)CCO
E_HOMO   -8.86 eV
LUMO   0.8 eV
2S+1   1
Charge   0

=====

(three)
# C5H14N2O

2 unconnected molecules or ions with the total composition C5H14N2O (the ωB97M-V functional and the def2-TZVPD basis, the Open Molecules 2025 dataset).

Structure (XYZ):
```
22
Properties=species:S:1:pos:R:3:mulliken_charge:R:1
N 2.903 -1.048 -0.207 -0.54
C 1.773 -1.519 0.487 0.08
C 1.009 -0.752 1.288 -0.45
O 1.352 0.520 1.686 -0.53
H 3.182 -1.635 -0.979 0.22
H 2.987 -0.053 -0.382 0.18
H 1.674 -2.594 0.494 0.36
H 0.264 -1.204 1.926 0.37
H 2.257 0.697 1.396 0.29
C -2.759 0.223 0.736 -1.21
C -1.839 0.104 -0.467 -0.33
N -0.759 1.134 -0.420 -0.34
C 0.114 1.163 -1.566 -0.91
H -3.580 -0.488 0.662 0.37
H -2.201 0.028 1.650 0.28
H -3.179 1.224 0.792 0.31
H -2.405 0.284 -1.387 0.40
H -1.408 -0.909 -0.544 0.26
H -0.384 1.292 0.507 0.31
H -0.472 1.359 -2.466 0.30
H 0.631 0.202 -1.719 0.26
H 0.840 1.973 -1.489 0.32
```

Values from the calculation:
Structure (SMILES)   N/C=C\O.CCNC
E_HOMO   -7.88 eV
LUMO   0.8 eV
2S+1   1
Charge   0

=====

(four)
# C5H14N2O

C5H14N2O in the gas phase (the ωB97M-V functional and the def2-TZVPD basis, the Open Molecules 2025 dataset).

Structure (XYZ):
```
22
Properties=species:S:1:pos:R:3:mulliken_charge:R:1
C -2.070 1.212 1.595 -0.80
N -0.728 1.325 0.988 -0.42
C -0.214 0.109 0.308 0.50
C 0.700 -0.755 1.185 -0.50
O -0.036 -1.962 1.524 -0.56
C 0.538 0.648 -0.956 -1.21
C 1.367 -0.276 -1.845 -0.25
N 0.719 -0.889 -3.007 -0.50
H -2.584 2.130 1.328 0.30
H -2.610 0.309 1.249 0.27
H -1.973 1.077 2.676 0.30
H -0.018 1.604 1.651 0.26
H -1.091 -0.529 0.090 0.27
H 1.516 -1.225 0.639 0.17
H 1.159 -0.291 2.081 0.35
H -0.255 -1.989 2.461 0.28
H -0.250 1.133 -1.562 0.38
H 1.053 1.529 -0.578 0.35
H 2.286 0.253 -2.142 0.21
H 1.765 -1.159 -1.325 0.23
H 0.843 -1.871 -3.119 0.20
H -0.116 -0.383 -3.244 0.18
```

Values from the calculation:
Structure (SMILES)   CN[C@H](CO)CCN
E_HOMO   -8.42 eV
LUMO   0.9 eV
2S+1   1
Charge   0

=====

Energy ordering: (two) at the bottom, the next structure 3.4 kcal/mol above.

=====

(one)
# C2H16N2O4

6 unconnected molecules or ions with the total composition C2H16N2O4 (the ωB97M-V functional and the def2-TZVPD basis, the Open Molecules 2025 dataset).

Structure (XYZ):
```
24
Properties=species:S:1:pos:R:3:mulliken_charge:R:1
C -1.239 0.453 1.346 -0.84
C 0.110 0.225 1.993 0.00
N 1.007 1.322 1.648 -0.24
N -1.005 0.335 -2.630 -0.53
H -1.927 -0.342 1.615 0.38
H -1.666 1.431 1.613 0.35
H -0.049 0.161 3.099 0.35
H 0.496 -0.739 1.639 0.30
H 1.979 1.063 1.769 0.35
H 0.846 1.588 0.664 0.24
H -1.126 0.459 0.249 0.12
H -0.832 0.508 -3.646 0.17
H -1.757 -0.331 -2.535 0.25
H 1.265 -1.143 -0.189 0.33
O 1.524 -0.336 -0.774 -0.74
H -0.040 -2.203 -0.056 0.43
H -0.602 -1.411 -1.424 0.36
O -0.812 -2.005 -0.702 -0.68
H 0.958 0.460 -1.024 0.37
H 1.622 -3.004 0.886 0.20
O 1.043 -2.238 0.931 -0.82
H -0.438 1.029 -2.034 0.31
H 0.498 2.731 -1.475 0.14
O 0.143 1.985 -0.963 -0.82
```

Values from the calculation:
E_HOMO   -9.13 eV
LUMO   -5.6 eV
2S+1   1
Charge   0

=====

(two)
# C2H16N2O4

5 unconnected molecules or ions with the total composition C2H16N2O4 (the ωB97M-V functional and the def2-TZVPD basis, the Open Molecules 2025 dataset).

Structure (XYZ):
```
24
Properties=species:S:1:pos:R:3:mulliken_charge:R:1
C 2.606 1.815 -0.162 -0.99
N 1.953 0.684 0.466 -0.12
C 2.631 -0.541 0.814 -0.56
N 2.073 -1.691 0.067 -0.64
H 3.633 1.934 0.224 0.32
H 2.720 1.668 -1.244 0.27
H 2.192 2.804 -0.043 0.33
H 1.191 1.038 1.010 0.23
H 2.614 -0.604 1.904 0.32
H 3.684 -0.611 0.532 0.32
H 1.111 -1.508 -0.189 0.25
H 2.572 -1.688 -0.813 0.27
O -1.842 0.008 0.054 -0.69
H -1.260 0.593 -0.426 0.35
H -1.515 -0.419 0.823 0.33
O -1.541 -1.324 2.634 -0.70
H -0.903 -1.982 2.345 0.34
H -2.423 -1.696 2.696 0.33
O -4.278 0.751 -0.662 -0.63
H -3.452 0.934 -0.180 0.34
H -4.116 1.184 -1.506 0.31
O -2.691 -0.064 -2.837 -0.60
H -1.960 -0.536 -3.227 0.28
H -3.000 -0.750 -2.280 0.32
```

Values from the calculation:
Structure (SMILES)   CNCN.O.O.O.O
E_HOMO   -8.74 eV
LUMO   0.5 eV
2S+1   1
Charge   0

=====

Energy ordering: (two) at the bottom, the next structure 178.9 kcal/mol above.

=====

(one)
# C4H9N

A gas-phase ion, C4H9N (charge -1) (the ωB97M-V functional and the def2-TZVPD basis, the Open Molecules 2025 dataset).

Structure (XYZ):
```
14
Properties=species:S:1:pos:R:3:mulliken_charge:R:1
C -0.229 -0.388 1.446 -0.74
C -0.770 -0.032 0.060 0.05
N -2.017 0.771 -0.064 -0.73
C 0.384 0.273 -1.068 -0.36
C 1.690 -0.382 -0.746 -0.99
H -0.197 0.504 2.086 0.24
H -0.731 -1.233 1.921 0.28
H -1.524 -0.780 -0.309 0.08
H -2.022 1.391 0.760 0.18
H -0.218 -0.063 -1.944 0.25
H 0.331 1.369 -1.088 0.23
H 0.853 -0.702 1.022 0.26
H 1.962 -1.081 -1.529 0.17
H 2.487 0.355 -0.547 0.08
```

Values from the calculation:
E_HOMO (alpha / beta)   -1.56 / -1.23 eV
LUMO (alpha / beta)   4.9 / 4.1 eV
2S+1   2
Charge   -1

=====

(two)
# C4H9N

A gas-phase ion, C4H9N (charge -1) (the ωB97M-V functional and the def2-TZVPD basis, the Open Molecules 2025 dataset).

Structure (XYZ):
```
14
Properties=species:S:1:pos:R:3:mulliken_charge:R:1
C 2.196 -0.179 0.097 -1.36
C 0.886 0.653 0.192 -0.43
C -0.309 -0.152 -0.174 -0.41
C -1.569 0.324 -0.025 -0.56
N -2.713 -0.360 -0.447 -0.54
H 2.195 -0.711 -0.854 0.30
H 3.080 0.452 0.171 0.38
H 2.253 -0.918 0.894 0.35
H 1.053 1.484 -0.497 0.26
H 0.865 1.027 1.221 0.15
H -0.322 -1.221 -0.298 0.20
H -1.687 1.359 0.272 0.39
H -3.367 -0.499 0.325 0.12
H -2.561 -1.260 -0.879 0.16
```

Values from the calculation:
E_HOMO (alpha / beta)   2.10 / -2.23 eV
LUMO (alpha / beta)   4.7 / 4.5 eV
2S+1   2
Charge   -1

=====

Energy ordering: (two) at the bottom, the next structure 39.3 kcal/mol above.

=====

(one)
# C6H12N2O

C6H12N2O in the gas phase (the ωB97M-V functional and the def2-TZVPD basis, the Open Molecules 2025 dataset).

Structure (XYZ):
```
21
Properties=species:S:1:pos:R:3:mulliken_charge:R:1
C 1.013 -1.283 1.482 -1.34
C 1.398 -0.335 0.336 0.55
C 1.598 -0.948 -1.178 -1.27
C 0.636 0.762 0.084 0.43
N 1.343 1.938 -0.341 -0.67
C -0.702 1.019 0.322 -0.85
C -1.750 0.019 -0.050 0.26
N -1.240 -1.021 -0.818 -0.34
O -2.981 0.174 0.313 -0.69
H 0.246 -2.113 1.524 0.30
H 2.150 -1.623 1.961 0.25
H 0.672 -0.612 2.291 0.39
H 2.487 -0.060 0.788 0.53
H 0.770 -1.712 -1.389 0.33
H 1.546 -0.174 -2.069 0.36
H 2.673 -1.395 -1.458 0.31
H 0.747 2.802 -0.148 0.32
H 2.073 2.189 0.464 0.30
H -0.999 1.994 0.286 0.33
H -2.124 -1.584 -1.271 0.27
H -0.266 -0.928 -1.350 0.21
```

Values from the calculation:
Structure (SMILES)   CC(C)/C(N)=C\C(N)=O
E_HOMO   -8.79 eV
LUMO   0.3 eV
2S+1   1
Charge   0

=====

(two)
# C6H12N2O

A molecular structure, C6H12N2O (the ωB97M-V functional and the def2-TZVPD basis, the Open Molecules 2025 dataset).

Structure (XYZ):
```
21
Properties=species:S:1:pos:R:3:mulliken_charge:R:1
C -0.951 0.534 -0.258 -0.58
C -2.573 -0.810 0.912 -0.90
C 2.146 1.135 -0.052 -1.42
N -1.602 -0.760 -0.153 -0.47
C 1.363 0.768 -1.277 0.96
C 0.160 -2.076 0.701 -0.11
C 0.057 0.526 -1.364 -0.70
O 2.112 0.674 -2.430 -0.54
N 0.622 -1.717 1.730 -0.32
H 3.042 0.818 -2.227 0.32
H 0.479 -0.957 2.386 0.31
H -1.727 1.283 -0.477 0.37
H -0.498 0.842 0.704 0.25
H -0.817 -1.738 -0.217 0.49
H -0.331 0.251 -2.336 0.38
H -2.998 -1.813 0.975 0.32
H -2.160 -0.539 1.903 0.30
H -3.390 -0.110 0.705 0.27
H 2.908 0.376 0.149 0.36
H 2.649 2.094 -0.198 0.45
H 1.510 1.219 0.824 0.25
```

Values from the calculation:
E_HOMO   -7.97 eV
LUMO   0.7 eV
2S+1   1
Charge   0

=====

Energy ordering: (two) at the bottom, the next structure 8.3 kcal/mol above.

=====

(one)
# C6H12N2O

3 unconnected molecules or ions with the total composition C6H12N2O (the ωB97M-V functional and the def2-TZVPD basis, the Open Molecules 2025 dataset).

Structure (XYZ):
```
21
Properties=species:S:1:pos:R:3:mulliken_charge:R:1
C 2.229 0.419 -0.331 -0.89
N 0.801 0.469 0.030 0.71
C -0.193 2.430 -0.632 -0.33
N 0.332 1.757 0.307 -0.79
H -0.002 -0.072 -0.982 0.52
H 2.399 1.077 -1.182 0.33
H 2.479 -0.606 -0.601 0.31
H 2.838 0.737 0.513 0.33
H -0.135 2.112 -1.672 0.27
H -0.651 3.367 -0.350 0.28
C -1.224 -0.944 -0.829 0.17
C 0.429 -0.496 1.063 -0.27
C -2.431 -1.250 -0.384 -1.10
C 0.069 -0.162 2.306 -0.73
O -0.454 -1.795 -1.609 -0.46
H -0.891 -2.652 -1.713 0.26
H 0.787 -1.486 0.821 0.36
H -2.915 -2.212 -0.562 0.22
H -2.984 -0.581 0.255 0.26
H -0.284 0.827 2.548 0.28
H -0.201 -0.939 3.002 0.29
```

Values from the calculation:
E_HOMO   -7.75 eV
LUMO   0.9 eV
2S+1   1
Charge   0

=====

(two)
# C6H12N2O

2 unconnected molecules or ions with the total composition C6H12N2O (the ωB97M-V functional and the def2-TZVPD basis, the Open Molecules 2025 dataset).

Structure (XYZ):
```
21
Properties=species:S:1:pos:R:3:mulliken_charge:R:1
C 1.077 1.484 1.176 -1.00
C 0.916 1.125 -0.097 0.94
C 0.012 1.830 -1.058 -1.28
C 1.702 -0.042 -0.640 -0.13
O 2.642 -0.555 -0.070 -0.54
H 0.523 2.295 1.621 0.30
H 1.779 0.955 1.800 0.32
H 0.573 2.177 -1.925 0.33
H -0.754 1.138 -1.411 0.24
H -0.480 2.676 -0.585 0.37
H 1.546 -0.181 -1.728 0.40
N -1.553 -1.086 -1.142 -0.46
C -0.478 -1.664 -0.433 -0.36
C -0.249 -1.472 0.884 -0.25
N -0.957 -0.619 1.717 -0.33
H -1.814 -1.571 -1.990 0.21
H -2.382 -0.918 -0.584 0.14
H 0.070 -2.424 -0.968 0.37
H 0.609 -1.941 1.338 0.34
H -1.885 -0.380 1.395 0.15
H -0.895 -0.827 2.701 0.22
```

Values from the calculation:
Structure (SMILES)   C=C(C)C=O.N/C=C\N
E_HOMO   -7.52 eV
LUMO   0.8 eV
2S+1   1
Charge   0

=====

(three)
# C6H12N2O

C6H12N2O in the gas phase (the ωB97M-V functional and the def2-TZVPD basis, the Open Molecules 2025 dataset).

Structure (XYZ):
```
21
Properties=species:S:1:pos:R:3:mulliken_charge:R:1
H 2.514 1.435 -0.861 0.24
N 1.776 1.273 -0.185 -0.72
C 1.217 0.132 -0.085 0.33
N 1.831 -0.960 0.467 -0.38
C -0.303 -0.138 -0.918 0.68
C -0.278 -1.227 -1.968 -1.82
C -0.943 -0.404 0.378 -0.18
O -1.121 -1.712 0.762 -0.51
C -0.964 0.516 1.398 -0.12
C -1.000 2.003 1.243 -1.17
H 1.301 -1.477 1.159 0.27
H 2.797 -0.817 0.724 0.27
H -0.560 0.836 -1.330 0.22
H 0.242 -0.877 -2.864 0.40
H 0.254 -2.123 -1.624 0.41
H -1.288 -1.541 -2.259 0.41
H -1.173 -2.273 -0.026 0.37
H -1.294 0.143 2.364 0.40
H -0.135 2.458 1.742 0.27
H -0.962 2.337 0.203 0.26
H -1.912 2.416 1.681 0.38
```

Values from the calculation:
Structure (SMILES)   [H]/N=C(\N)[C@@H](C)/C(O)=C\C
E_HOMO   -7.38 eV
LUMO   0.7 eV
2S+1   1
Charge   0

=====

(four)
# C6H12N2O

2 unconnected molecules or ions with the total composition C6H12N2O (the ωB97M-V functional and the def2-TZVPD basis, the Open Molecules 2025 dataset).

Structure (XYZ):
```
21
Properties=species:S:1:pos:R:3:mulliken_charge:R:1
H 1.126 2.492 0.195 0.21
N 0.915 1.674 -0.361 -0.70
C -0.312 1.281 -0.258 -0.10
N -0.804 0.275 -0.995 0.19
C -2.133 -0.233 -0.785 -0.97
C -0.011 -0.372 -2.011 -0.98
H -1.032 1.716 0.441 0.37
H -2.630 0.306 0.018 0.28
H -2.078 -1.291 -0.503 0.33
H -2.730 -0.134 -1.691 0.36
H 1.048 -0.236 -1.806 0.35
H -0.196 -1.448 -2.060 0.34
H -0.215 0.062 -2.993 0.34
C -0.215 0.106 2.824 -0.30
C 0.499 -0.412 2.006 -0.15
C 1.702 -1.118 1.227 -0.31
O 2.495 -0.277 0.503 -0.61
H -0.849 0.528 3.551 0.41
H 1.198 -1.879 0.605 0.22
H 2.302 -1.611 2.000 0.32
H 1.922 0.570 0.093 0.38
```

Values from the calculation:
Structure (SMILES)   [H]/N=C/N(C)C.C#CCO
E_HOMO   -8.96 eV
LUMO   0.8 eV
2S+1   1
Charge   0

=====

Energy ordering: (two) at the bottom, the next structure 26.2 kcal/mol above.